1.
# C24H36P2SiTc

A structure of composition C24H36P2SiTc in a non-equilibrium geometry (wB97M-V/def2-TZVPD, the Open Molecules 2025 dataset).

The HOMO-LUMO gap (spin up / spin down) comes out at 8.13 / 4.47 eV. The calculation puts the energy relative to the best compared isomer or geometry (same formula, charge and spin) at 0.000 eV. As for the expectation value of S²: 3.786. The HOMO energy (spin up / spin down) comes out at -0.5031 / -0.5290 Ha. The value obtained for the molar mass is 512.6 g/mol.

The geometry in ORCA input format:
```
! wB97M-V def2-TZVPD RIJCOSX def2/J DEFGRID3
* xyz 2 4
C 0.86 -1.32 2.19
C 0.22 -2.16 1.20
C 1.22 -2.77 0.39
H -0.84 -2.37 1.16
C 2.49 -2.36 0.87
C 2.28 -1.50 2.03
H 3.02 -1.16 2.75
H 0.36 -0.72 2.95
H 1.03 -3.47 -0.42
H 3.45 -2.70 0.48
Tc 1.31 -0.46 0.30
C -3.38 0.69 -3.36
H -2.39 0.51 -3.77
H -4.06 -0.12 -3.66
H -3.34 0.73 -2.27
Si -0.93 -0.08 -0.70
C -2.28 0.43 0.53
C -2.39 -0.20 1.78
H -1.68 -0.96 2.11
C -3.42 0.13 2.66
H -3.47 -0.39 3.63
C -4.33 1.13 2.31
H -5.14 1.38 2.99
C -4.20 1.80 1.08
H -4.88 2.60 0.82
C -3.18 1.44 0.19
H -3.08 1.97 -0.76
C -1.56 -1.69 -1.45
C -2.84 -2.13 -1.11
H -3.51 -1.48 -0.54
C -3.27 -3.40 -1.49
H -4.24 -3.76 -1.14
C -2.45 -4.20 -2.30
H -2.78 -5.20 -2.57
C -1.22 -3.71 -2.75
H -0.60 -4.31 -3.41
C -0.78 -2.44 -2.35
H 0.17 -2.05 -2.71
H -0.92 0.83 -1.86
H -3.76 1.64 -3.73
C 3.80 1.04 -1.48
P 3.56 0.35 0.17
C 5.06 -0.62 0.40
C 3.74 1.78 1.35
C 2.38 2.21 1.92
P 1.02 1.85 0.71
C -0.38 2.81 1.37
C 1.55 3.14 -0.51
H 4.37 0.28 -2.04
H 4.38 1.96 -1.43
H 2.84 1.21 -1.97
H 5.93 0.04 0.34
H 5.04 -1.14 1.36
H 5.12 -1.36 -0.41
H 4.41 1.41 2.14
H 4.29 2.56 0.81
H 2.16 1.63 2.82
H 2.30 3.29 2.14
H 0.03 3.76 1.72
H -1.13 2.99 0.59
H -0.87 2.29 2.19
H 2.62 3.34 -0.55
H 1.19 2.93 -1.52
H 1.07 4.08 -0.19
*
```

***

2.
# C24H37BrF3N5O4PdSSi

A structure of composition C24H37BrF3N5O4PdSSi (wB97M-V/def2-TZVPD, the Open Molecules 2025 dataset).

The HOMO-LUMO gap (spin up / spin down) comes out at 8.29 / 8.29 eV. The calculation puts the energy relative to the best compared isomer or geometry (same formula, charge and spin) at 0.641 eV. The HOMO energy (spin up / spin down) comes out at -0.3097 / -0.3096 Ha. The value obtained for the molar mass is 763.1 g/mol.

The geometry in ORCA input format:
```
! wB97M-V def2-TZVPD RIJCOSX def2/J DEFGRID3
* xyz 0 1
Pd -0.10 0.28 -0.86
F 3.79 -3.62 0.40
C 2.45 -3.56 0.35
F 1.96 -4.63 0.99
F 2.09 -3.67 -0.95
S 1.81 -1.99 1.06
O 2.48 -0.98 0.27
O 2.18 -2.04 2.45
O 0.39 -2.11 0.80
C -2.46 2.63 0.18
Si -1.08 1.53 0.89
C -1.91 0.52 2.34
C -2.93 1.42 3.05
C -2.69 -0.71 1.86
C -0.88 0.02 3.36
C 0.22 2.79 1.62
C 1.53 2.11 2.02
C 0.46 3.88 0.57
C -0.29 3.53 2.87
H -2.66 3.45 0.87
H -3.40 2.08 0.06
H -2.18 3.06 -0.78
H -3.75 1.71 2.39
H -2.51 2.32 3.47
H -3.38 0.85 3.88
H -3.43 -0.48 1.09
H -3.23 -1.14 2.71
H -2.01 -1.48 1.49
H -0.35 0.83 3.86
H -0.15 -0.65 2.92
H -1.41 -0.54 4.15
H 1.97 1.51 1.23
H 1.39 1.43 2.86
H 2.25 2.87 2.34
H 0.68 3.50 -0.43
H 1.30 4.52 0.89
H -0.41 4.53 0.48
H -0.42 2.88 3.74
H -1.23 4.05 2.69
H 0.46 4.29 3.15
Br 4.40 -2.25 -3.93
C 2.54 -1.94 -3.86
C 1.71 -2.39 -4.87
C 0.35 -2.14 -4.74
C -0.10 -1.46 -3.63
N 0.71 -1.03 -2.66
C 2.01 -1.27 -2.77
H 2.10 -2.92 -5.72
H -0.35 -2.47 -5.49
H -1.16 -1.24 -3.51
H 2.63 -0.95 -1.95
N -2.18 -4.79 -0.21
C -3.12 -4.25 -1.03
O -3.98 -4.91 -1.57
C -3.05 -2.76 -1.24
C -4.13 -2.11 -1.80
C -4.05 -0.74 -2.00
C -2.90 -0.07 -1.62
N -1.85 -0.70 -1.07
C -1.93 -2.02 -0.91
H -2.22 -5.79 -0.07
H -1.51 -4.26 0.30
H -5.01 -2.68 -2.08
H -4.86 -0.19 -2.45
H -2.80 0.99 -1.76
H -1.03 -2.47 -0.50
C 4.87 0.89 -0.59
N 3.89 1.97 -0.73
C 4.18 3.24 -0.07
C 2.65 1.69 -1.03
N 1.55 1.53 -1.37
H 5.75 1.12 -1.18
H 4.43 -0.05 -0.91
H 5.14 0.79 0.46
H 5.13 3.61 -0.45
H 4.25 3.10 1.01
H 3.40 3.95 -0.30
*
```

***

3.
# C24H37Cl12I3InNO4P

A structure of composition C24H37Cl12I3InNO4P in a non-equilibrium geometry (wB97M-V/def2-TZVPD, the Open Molecules 2025 dataset).

The HOMO-LUMO gap comes out at 7.03 eV. The HOMO energy comes out at -0.1951 Ha. The value obtained for the molar mass is 1355.5 g/mol.

The geometry in ORCA input format:
```
! wB97M-V def2-TZVPD RIJCOSX def2/J DEFGRID3
* xyz -1 1
C -4.88 -3.21 0.37
C -4.12 -3.49 1.83
O -3.78 -2.23 2.51
P -2.33 -1.49 1.90
O -2.70 -0.21 0.99
C -1.06 -2.66 1.10
C -1.50 -3.34 -0.32
C -1.98 -2.30 -1.49
In -0.34 -0.99 -2.35
I -1.46 0.12 -4.75
C 0.14 0.85 -1.05
C 0.57 2.10 -2.07
C -0.66 3.12 -2.42
N -1.27 3.82 -1.22
C -1.65 5.26 -1.51
C -0.54 6.24 -0.74
C -0.42 6.20 0.92
C 0.71 7.14 1.70
C 1.72 8.11 0.80
C 1.56 8.18 -0.86
C 0.43 7.24 -1.62
O 0.31 7.33 -3.10
C 1.52 -2.11 -3.03
I 2.07 -2.07 -5.20
C 2.46 -2.87 -2.16
C 2.19 -2.98 -0.55
I 4.29 -3.88 -2.93
O -1.52 -0.79 3.32
C -0.28 -0.11 2.92
C 0.97 -1.07 3.48
H -6.06 -3.28 0.55
H -4.65 -2.15 -0.07
H -4.58 -4.11 -0.33
H -4.95 -4.01 2.50
H -3.25 -4.27 1.74
H -0.90 -3.56 1.87
H -0.02 -2.13 1.02
H -2.34 -4.18 -0.23
H -0.54 -3.91 -0.75
H -2.87 -1.60 -1.20
H -2.37 -2.97 -2.39
H -0.90 1.18 -0.60
H 0.96 0.62 -0.24
H 1.41 2.75 -1.53
H 0.97 1.68 -3.11
H -1.54 2.66 -3.03
H -0.20 3.98 -3.11
H -0.56 3.76 -0.46
H -2.71 5.55 -1.06
H -1.70 5.54 -2.65
H -1.16 5.49 1.51
H 0.76 7.06 2.88
H 2.53 8.79 1.33
H 2.28 8.89 -1.48
H 0.59 6.45 -3.49
H 3.26 -3.10 -0.04
H 1.57 -3.91 -0.20
H 1.79 -1.94 -0.18
H -0.19 0.05 1.76
H -0.15 0.94 3.47
H 2.01 -0.61 3.21
H 0.93 -2.15 3.02
H 0.91 -1.22 4.66
C 2.78 2.11 -5.98
Cl 1.37 2.97 -5.33
Cl 3.45 1.01 -4.76
Cl 2.34 1.21 -7.44
H 3.55 2.84 -6.24
C 5.34 -8.05 -4.61
Cl 6.61 -6.84 -4.83
Cl 4.74 -8.03 -2.94
Cl 4.01 -7.78 -5.74
H 5.76 -9.04 -4.81
C 3.20 -1.51 7.11
Cl 2.31 0.01 6.89
Cl 2.12 -2.80 7.66
Cl 4.00 -1.98 5.60
H 3.97 -1.35 7.87
C -4.38 -1.80 5.87
Cl -4.98 -3.43 6.22
Cl -5.66 -0.80 5.16
Cl -3.74 -1.05 7.34
H -3.56 -1.89 5.15
*
```

***

4.
# C24H37F6IN3O4

A cluster of 2 separate species, C24H37F6IN3O4 in total in a non-equilibrium geometry (wB97M-V/def2-TZVPD, the Open Molecules 2025 dataset).

The HOMO-LUMO gap comes out at 4.89 eV. The HOMO energy comes out at -0.1342 Ha. The value obtained for the molar mass is 672.5 g/mol.

The geometry in ORCA input format:
```
! wB97M-V def2-TZVPD RIJCOSX def2/J DEFGRID3
* xyz -1 1
C 2.92 2.09 1.43
C 2.78 1.86 -0.15
C 2.98 3.19 -1.07
C 2.49 0.61 -0.77
C 2.49 -0.81 -0.02
C 1.20 -1.72 -0.37
C -0.15 -1.20 0.41
C -0.53 -2.38 1.45
C -1.32 -1.08 -0.68
C -2.68 -0.37 -0.10
C -2.94 1.09 -0.70
C -4.14 1.35 -1.74
C -3.84 0.50 -3.09
N -4.84 0.72 -4.17
O -5.53 1.28 -1.29
C -5.93 -0.04 -1.00
N -6.27 -1.07 -0.43
C -3.95 2.98 -1.87
O -4.52 3.65 -2.77
N -3.07 3.49 -0.77
C -2.90 2.39 0.27
C -4.02 2.35 1.44
C -4.49 3.80 1.94
C -5.53 4.55 0.94
I -5.66 3.44 3.80
C -1.45 2.61 0.96
F -0.37 2.50 0.01
F -1.31 3.91 1.55
F -1.16 1.67 1.99
H 2.84 1.13 2.05
H 2.02 2.76 1.74
H 3.87 2.66 1.75
H 2.79 2.97 -2.18
H 3.98 3.71 -0.86
H 2.15 3.93 -0.71
H 2.27 0.63 -1.90
H 2.61 -0.74 1.11
H 3.42 -1.38 -0.41
H 1.43 -2.80 -0.05
H 1.03 -1.73 -1.52
H 0.15 -0.22 0.91
H -1.53 -2.13 1.95
H -0.67 -3.33 0.81
H 0.34 -2.49 2.20
H -0.98 -0.59 -1.68
H -1.60 -2.17 -0.97
H -3.52 -1.13 -0.27
H -2.52 -0.23 1.04
H -2.02 1.26 -1.39
H -3.90 -0.60 -2.77
H -2.78 0.67 -3.49
H -5.58 1.38 -3.90
H -4.35 1.04 -5.03
H -2.16 3.80 -1.16
H -3.63 1.80 2.38
H -4.97 1.78 1.14
H -3.64 4.50 2.26
H -6.09 3.84 0.24
H -6.23 5.23 1.56
H -4.88 5.29 0.32
C 7.79 -3.84 1.00
C 7.50 -5.29 1.31
O 6.18 -5.54 1.74
C 5.12 -5.64 0.74
O 5.43 -6.49 -0.21
C 4.65 -4.24 0.19
F 4.66 -3.29 1.17
F 3.37 -4.28 -0.26
F 5.39 -3.74 -0.82
H 7.31 -3.17 1.72
H 8.87 -3.65 1.01
H 7.43 -3.57 0.00
H 8.13 -5.57 2.16
H 7.81 -5.95 0.49
H 4.26 -5.91 1.39
*
```

***

5.
# C24H38Cl16FNO5

A cluster of 9 separate species, C24H38Cl16FNO5 in total in a non-equilibrium geometry (wB97M-V/def2-TZVPD, the Open Molecules 2025 dataset).

The SMILES is CCOC(=O)CCCN(C(=O)OCOc1ccccc1)[C@H](C)F.ClCCl.ClCCl.ClCCl.ClCCl.ClCCl.ClCCl.ClCCl.ClCCl. The HOMO-LUMO gap comes out at 8.95 eV. The HOMO energy comes out at -0.3145 Ha. The value obtained for the molar mass is 1006.8 g/mol.

The geometry in ORCA input format:
```
! wB97M-V def2-TZVPD RIJCOSX def2/J DEFGRID3
* xyz 0 1
C -5.85 -5.01 4.95
C -6.16 -3.60 4.37
O -5.98 -3.52 2.95
C -4.69 -3.33 2.58
O -3.74 -3.52 3.32
C -4.41 -2.83 1.15
C -4.16 -1.30 1.27
C -4.09 -0.57 -0.13
N -2.66 -0.47 -0.50
C -2.31 0.84 -0.97
O -3.07 1.51 -1.64
O -1.09 1.26 -0.56
C -0.55 2.30 -1.39
O 0.84 2.15 -1.39
C 1.50 3.03 -0.56
C 1.04 3.50 0.68
C 1.82 4.41 1.42
C 3.09 4.84 0.99
C 3.57 4.34 -0.25
C 2.77 3.46 -1.02
C -2.22 -1.50 -1.43
C -0.82 -2.03 -1.01
F -2.19 -1.09 -2.78
H -6.24 -5.78 4.26
H -6.30 -5.12 5.95
H -4.75 -5.09 5.06
H -7.24 -3.43 4.57
H -5.63 -2.80 4.93
H -3.52 -3.31 0.73
H -5.30 -2.97 0.50
H -3.28 -1.03 1.87
H -5.04 -0.87 1.79
H -4.67 -1.22 -0.83
H -4.59 0.40 0.01
H -0.88 2.22 -2.45
H -0.92 3.27 -1.03
H 0.06 3.18 1.03
H 1.46 4.81 2.37
H 3.70 5.53 1.59
H 4.55 4.68 -0.56
H 3.19 3.09 -1.96
H -2.91 -2.36 -1.37
H -0.56 -2.94 -1.56
H -0.07 -1.25 -1.23
H -0.83 -2.19 0.08
Cl 5.40 2.69 -0.97
C 6.69 2.20 -2.09
Cl 6.19 2.41 -3.77
H 7.56 2.83 -1.90
H 6.93 1.16 -1.92
Cl 10.19 3.70 -3.04
C 9.48 5.23 -2.53
Cl 7.96 4.98 -1.66
H 10.17 5.74 -1.87
H 9.28 5.84 -3.41
Cl -6.23 -2.08 -2.29
C -4.99 -2.48 -3.49
Cl -5.59 -2.26 -5.13
H -4.13 -1.83 -3.34
H -4.70 -3.52 -3.36
Cl 3.00 1.93 1.52
C 2.67 0.76 2.80
Cl 3.32 -0.84 2.42
H 3.14 1.11 3.72
H 1.60 0.68 2.94
Cl -9.85 1.45 -1.78
C -8.61 1.04 -2.98
Cl -9.21 1.26 -4.63
H -7.75 1.69 -2.83
H -8.32 0.00 -2.84
Cl 9.55 0.69 -0.46
C 11.29 0.94 -0.26
Cl 11.78 0.75 1.43
H 11.82 0.22 -0.86
H 11.54 1.95 -0.58
Cl 2.14 -2.40 -2.02
C 2.22 -1.23 -3.34
Cl 3.15 0.20 -2.89
H 2.69 -1.70 -4.20
H 1.21 -0.92 -3.60
Cl -0.79 -5.63 6.28
C -0.64 -4.47 4.95
Cl 0.30 -3.05 5.44
H -0.13 -4.96 4.12
H -1.63 -4.15 4.64
*
```

***

6.
# C24H39Br2O16

A cluster of 7 separate species, C24H39Br2O16 in total in a non-equilibrium geometry (wB97M-V/def2-TZVPD, the Open Molecules 2025 dataset).

The HOMO-LUMO gap comes out at 5.93 eV. The calculation puts the energy relative to the best compared isomer or geometry (same formula, charge and spin) at 0.000 eV. The HOMO energy comes out at -0.1348 Ha. The value obtained for the molar mass is 743.4 g/mol.

The geometry in ORCA input format:
```
! wB97M-V def2-TZVPD RIJCOSX def2/J DEFGRID3
* xyz -1 1
C 0.00 0.77 -0.84
C 0.73 0.55 0.50
O 1.62 1.54 0.84
H -0.80 1.51 -0.85
H -0.46 -0.18 -1.14
H 0.68 0.99 -1.67
H 1.29 -0.39 0.37
H -0.04 0.41 1.29
Br 4.82 3.07 -3.14
C 3.83 2.19 -1.70
C 4.78 1.29 -0.92
Br 5.39 -0.19 -2.12
H 3.00 1.60 -2.08
H 3.40 2.97 -1.07
H 4.22 0.85 -0.10
H 5.60 1.85 -0.49
C -1.03 2.00 6.04
C -1.57 2.30 4.64
C -1.43 1.20 3.58
O -2.79 1.03 3.14
C -3.62 1.83 3.79
O -4.76 1.97 3.46
O -2.97 2.60 4.67
H 0.03 2.24 6.08
H -1.12 0.94 6.27
H -1.57 2.55 6.82
H -1.02 3.11 4.14
H -0.98 0.28 3.97
H -0.93 1.52 2.67
C 4.32 -1.45 1.87
C 3.55 -2.07 0.73
C 4.32 -3.04 -0.17
O 3.72 -4.33 0.03
C 2.73 -4.21 0.93
O 2.05 -5.09 1.35
O 2.57 -2.93 1.28
H 3.61 -0.86 2.45
H 5.16 -0.78 1.67
H 4.68 -2.25 2.54
H 3.19 -1.26 0.11
H 5.36 -3.09 0.18
H 4.29 -2.74 -1.21
C -1.19 -5.63 -2.43
C -1.18 -4.38 -1.58
C 0.04 -3.47 -1.74
O -0.39 -2.36 -2.51
C -1.73 -2.36 -2.55
O -2.34 -1.51 -3.12
O -2.23 -3.50 -2.05
H -0.37 -6.31 -2.18
H -1.00 -5.39 -3.48
H -2.15 -6.14 -2.32
H -1.31 -4.65 -0.53
H 0.86 -3.90 -2.31
H 0.41 -3.12 -0.77
C -5.31 0.52 -0.05
C -4.37 -0.60 -0.43
C -2.95 -0.59 0.22
O -2.90 -1.90 0.80
C -3.99 -2.63 0.50
O -4.16 -3.75 0.88
O -4.89 -1.89 -0.14
H -4.91 1.40 -0.55
H -5.45 0.69 1.02
H -6.29 0.42 -0.52
H -4.24 -0.55 -1.51
H -2.85 0.19 0.96
H -2.27 -0.45 -0.61
C 0.87 3.53 -3.86
C 0.47 4.43 -2.72
C -0.94 4.23 -2.15
O -0.69 4.73 -0.80
C 0.60 4.52 -0.45
O 1.07 4.58 0.62
O 1.29 4.22 -1.60
H 1.97 3.61 -3.92
H 0.44 3.78 -4.83
H 0.61 2.48 -3.71
H 0.51 5.48 -3.02
H -1.15 3.19 -1.91
H -1.75 4.81 -2.58
*
```